(1)
89
Properties=species:S:1:pos:R:3:lowdin_charge:R:1 method="wB97M-V/def2-TZVPD" orbital_gap_ha=0.2061 spin_multiplicity=1
C 2.887 -3.304 -3.389 -0.05
C 1.501 -2.868 -3.772 -0.26
H 3.098 -4.330 -3.718 0.06
H 3.034 -3.220 -2.299 0.07
H 3.622 -2.639 -3.876 0.09
C 0.775 -3.502 -4.705 -0.15
C 1.091 -4.888 -5.158 -0.14
H -0.047 -3.002 -5.220 0.09
H 1.421 -5.539 -4.328 0.07
H 1.878 -4.932 -5.933 0.07
H 0.175 -5.309 -5.595 0.06
In 0.189 0.776 1.477 0.34
Cl 0.711 -0.191 3.637 0.27
C -1.981 1.505 -0.687 -0.28
O -1.790 1.019 0.476 -0.11
N -3.168 1.898 -1.121 -0.15
C -4.422 1.539 -0.467 -0.01
C -3.310 2.756 -2.301 -0.04
H -1.132 1.642 -1.383 0.08
H -4.219 1.120 0.522 0.09
H -4.973 0.814 -1.085 0.10
H -5.040 2.442 -0.381 0.09
H -2.326 3.008 -2.715 0.09
H -3.833 3.683 -2.026 0.10
H -3.899 2.246 -3.075 0.08
H -2.411 3.798 5.279 0.10
H -0.149 4.430 6.465 0.10
C -1.923 2.860 4.982 0.00
C 0.229 3.468 6.093 -0.02
N -0.480 3.067 4.877 -0.15
H -2.304 2.530 4.015 0.09
C 0.208 2.717 3.805 -0.32
O -0.350 2.540 2.665 -0.13
H 1.294 3.567 5.856 0.10
H 1.288 2.548 3.959 0.13
H -2.137 2.091 5.736 0.10
H 0.127 2.721 6.887 0.10
H 0.843 -3.683 0.253 0.08
H -1.786 -3.937 -1.876 0.09
C -0.114 -4.159 0.518 -0.03
C -2.180 -3.939 -0.852 -0.05
N -1.236 -3.338 0.079 -0.16
H -0.162 -4.314 1.608 0.08
C -1.298 -2.032 0.393 -0.28
O -0.535 -1.470 1.199 -0.16
H -3.117 -3.374 -0.833 0.09
H -2.127 -1.494 -0.105 0.14
H -0.218 -5.126 0.007 0.10
H -2.374 -4.972 -0.550 0.09
O 0.939 -2.348 -1.760 -0.25
C 0.970 -1.708 -2.925 -0.49
C -1.595 -1.215 -3.009 -0.04
C -0.294 -0.889 -3.376 -0.13
H -1.721 -1.971 -2.240 0.06
C -2.681 -0.552 -3.581 -0.10
H 1.791 -0.962 -3.005 0.11
C -0.094 0.284 -4.108 -0.04
H -3.692 -0.874 -3.333 0.10
C -2.476 0.515 -4.446 -0.15
C -1.175 0.991 -4.652 -0.10
H 0.925 0.676 -4.232 0.12
H -3.325 1.013 -4.929 0.10
H -1.013 1.908 -5.234 0.10
Si 2.942 -1.745 2.204 0.37
Cl 2.058 -0.523 0.402 0.38
C 1.864 -3.002 3.065 -0.25
C 3.737 -0.349 3.220 -0.26
C 4.240 -2.756 1.322 -0.22
H 0.779 -2.821 3.067 -0.01
H 2.206 -3.103 4.109 0.05
H 2.058 -3.984 2.597 0.03
H 3.779 -3.549 0.718 0.04
H 4.881 -3.237 2.075 0.04
H 4.850 -2.122 0.667 0.04
H 3.560 0.652 2.796 0.01
H 4.831 -0.513 3.210 0.03
H 3.456 -0.308 4.293 0.02
F 0.389 7.011 2.738 0.11
C 0.596 5.965 1.914 -0.13
C 1.731 5.171 2.065 -0.14
F 2.600 5.428 3.071 0.10
C 1.881 4.043 1.276 -0.23
F 2.735 3.059 1.702 0.04
C 0.969 3.714 0.258 -0.54
S 1.132 2.185 -0.513 0.73
C -0.144 4.556 0.119 -0.19
F -1.176 4.133 -0.663 0.07
C -0.347 5.652 0.940 -0.13
F -1.493 6.357 0.843 0.11

=====

(2)
12
Properties=species:S:1:pos:R:3:lowdin_charge:R:1 method="wB97M-V/def2-TZVPD" orbital_gap_ha=0.4097 spin_multiplicity=1
C 1.305 0.261 -0.749 -0.03
C 0.398 1.079 0.127 -0.27
O -0.850 1.274 -0.595 -0.03
C -0.865 0.487 0.576 -0.30
C -1.068 -0.950 0.505 -0.07
C -1.231 -2.142 0.565 0.13
H 0.652 0.317 -1.615 0.09
H 1.411 -0.792 -0.471 0.08
H 2.280 0.707 -0.957 0.08
H 0.772 1.975 0.622 0.14
H -1.410 0.982 1.371 0.14
H -1.395 -3.197 0.619 0.03

=====

(3)
20
Properties=species:S:1:pos:R:3:lowdin_charge:R:1 method="wB97M-V/def2-TZVPD" orbital_gap_ha="0.3530 / 0.2593" spin_multiplicity=2 s2=0.75
C -0.741 2.000 0.724 0.04
C -0.443 1.174 1.725 -0.46
O 0.770 1.353 2.389 0.00
C -1.349 0.118 2.325 -0.03
H -1.535 1.705 0.050 0.06
H -0.115 2.849 0.493 0.07
H 1.010 0.457 2.659 0.09
H -2.386 0.430 2.314 0.08
H -1.197 -0.777 1.729 0.06
H -1.042 -0.095 3.349 0.08
C 0.882 -0.506 -2.936 -0.13
N 1.088 -1.508 -1.884 -0.11
C 0.592 -1.095 -0.560 -0.38
O -0.701 -0.758 -0.490 0.03
H -0.110 -0.050 -2.863 0.07
H 1.006 -1.013 -3.891 0.08
H 1.651 0.264 -2.856 0.08
H 0.572 -2.350 -2.125 0.09
H 1.184 -0.224 -0.211 0.15
H 0.865 -1.974 0.059 0.14

=====

(4)
13
Properties=species:S:1:pos:R:3:lowdin_charge:R:1 method="wB97M-V/def2-TZVPD" orbital_gap_ha="0.3370 / 0.3370" spin_multiplicity=1
O 0.597 1.798 -0.717 -0.06
C 0.168 0.621 -0.264 -0.60
C 1.371 -0.355 0.024 -0.01
O 1.383 -0.722 -1.402 0.03
C 0.318 0.000 -1.641 0.06
C -1.379 -0.422 1.411 0.03
C -1.078 0.557 0.565 -0.07
H 1.213 -1.251 0.623 0.11
H 2.305 0.158 0.246 0.14
H 0.014 0.042 -2.697 0.16
H -0.700 -1.248 1.613 0.05
H -2.330 -0.441 1.932 0.06
H -1.769 1.383 0.394 0.11

=====

(5)
80
Properties=species:S:1:pos:R:3:lowdin_charge:R:1 method="wB97M-V/def2-TZVPD" orbital_gap_ha=0.1698 spin_multiplicity=1 charge=-2
Rb -0.767 -0.251 -0.766 0.85
F 7.702 -0.851 -1.550 0.11
C 6.394 -0.929 -1.841 -0.13
C 5.985 -1.410 -3.080 -0.13
F 6.899 -1.790 -3.985 0.11
C 4.631 -1.479 -3.364 -0.22
F 4.293 -1.922 -4.581 0.10
C 3.656 -1.099 -2.447 -0.30
P 1.840 -1.154 -2.794 1.06
C 1.748 0.037 -4.176 -0.35
C 1.433 1.350 -3.838 -0.09
C 1.328 2.323 -4.817 -0.08
C 1.519 1.985 -6.147 -0.09
C 1.815 0.675 -6.493 -0.08
C 1.932 -0.294 -5.513 -0.08
C 1.561 -2.756 -3.604 -0.37
C 2.359 -3.876 -3.398 -0.11
C 1.975 -5.106 -3.909 -0.10
C 0.792 -5.223 -4.622 -0.10
C -0.014 -4.109 -4.820 -0.05
C 0.361 -2.877 -4.310 -0.08
C 4.093 -0.603 -1.201 -0.57
Br 2.894 -0.003 0.137 0.80
C 5.444 -0.523 -0.911 -0.27
F 5.880 -0.055 0.263 0.07
H 1.252 1.609 -2.801 0.10
H 1.072 3.336 -4.543 0.10
H 1.416 2.737 -6.917 0.09
H 1.940 0.403 -7.532 0.10
H 2.139 -1.318 -5.789 0.10
H 3.280 -3.797 -2.835 0.10
H 2.602 -5.974 -3.744 0.09
H 0.491 -6.187 -5.014 0.09
H -0.956 -4.181 -5.347 0.11
H -0.309 -2.032 -4.424 0.08
O -5.583 -2.208 -4.648 0.04
C -4.677 -1.849 -3.907 -0.31
C -4.813 -1.455 -2.464 -0.32
O -5.863 -1.380 -1.838 0.04
C -3.445 -1.218 -1.945 -0.38
C -2.557 -1.146 -3.094 -0.36
O -1.354 -0.749 -3.108 -0.28
C -3.228 -1.745 -4.244 -0.33
O -2.685 -2.099 -5.297 0.01
O -3.137 -1.115 -0.740 -0.19
F -2.176 3.096 5.418 0.09
C -2.227 3.542 4.147 -0.23
C -1.801 2.715 3.122 -0.12
C -1.928 3.229 1.843 -0.20
F -1.603 2.508 0.758 0.07
C -2.427 4.504 1.596 -0.13
F -2.528 4.968 0.346 0.12
C -2.828 5.303 2.654 -0.13
F -3.314 6.532 2.433 0.11
C -2.731 4.815 3.948 -0.14
F -3.126 5.575 4.980 0.11
Ge -0.967 0.961 3.625 0.56
S 0.112 -0.197 2.252 0.04
C -2.419 -0.074 4.517 -0.12
C -2.074 -1.254 5.153 -0.25
F -0.786 -1.609 5.234 0.08
C -3.004 -2.099 5.738 -0.14
F -2.622 -3.224 6.357 0.11
C -4.349 -1.767 5.686 -0.13
F -5.263 -2.568 6.247 0.11
C -4.737 -0.599 5.048 -0.14
F -6.033 -0.270 4.993 0.11
C -3.768 0.218 4.477 -0.20
F -4.208 1.333 3.868 0.10
C 0.246 1.657 5.074 -0.12
C 1.272 2.489 4.664 -0.23
F 1.339 2.867 3.375 0.08
C 2.251 2.974 5.520 -0.14
F 3.226 3.779 5.075 0.11
C 2.209 2.619 6.860 -0.14
F 3.140 3.074 7.709 0.11
C 1.187 1.800 7.314 -0.14
F 1.129 1.470 8.613 0.10
C 0.229 1.344 6.420 -0.22
F -0.758 0.598 6.936 0.10

=====

(6)
21
Properties=species:S:1:pos:R:3:lowdin_charge:R:1 method="wB97M-V/def2-TZVPD" orbital_gap_ha=0.3659 spin_multiplicity=1
C -0.654 0.742 1.724 -0.10
C -0.573 -0.766 1.393 -0.28
C -1.783 -1.290 0.608 -0.22
C -1.588 -2.716 0.067 -0.17
C -0.567 -3.479 0.434 -0.03
H -0.350 0.889 2.764 0.07
H -1.702 1.063 1.715 0.07
H -0.072 1.360 1.048 0.06
H -0.407 -1.369 2.280 0.09
H 0.328 -0.937 0.780 0.11
H -2.648 -1.107 1.246 0.11
H -1.920 -0.714 -0.286 0.10
H -2.242 -3.015 -0.737 0.09
H -0.179 -3.533 1.455 0.06
H -0.353 -4.425 -0.053 0.05
H 0.972 1.008 -3.733 0.03
H 1.135 2.427 -4.010 0.03
O 1.147 1.589 -4.485 -0.06
H 3.455 5.018 -1.338 0.04
H 4.460 4.495 -0.466 0.03
O 3.540 4.758 -0.406 -0.06

=====

(7)
31
Properties=species:S:1:pos:R:3:lowdin_charge:R:1 method="wB97M-V/def2-TZVPD" orbital_gap_ha=0.2772 spin_multiplicity=1
O -2.170 3.057 5.509 -0.08
O 0.771 -1.267 -6.477 -0.05
S -0.886 -0.134 0.254 1.04
S -2.134 -1.035 -2.722 1.00
S -1.188 0.842 3.448 1.07
C -1.867 -1.584 -4.366 -0.35
C 1.679 -0.120 0.657 -0.10
C 1.380 1.292 3.395 -0.11
C 1.442 -0.599 -0.721 -0.09
C 0.293 -1.620 -3.395 -0.05
C 0.922 1.831 4.659 -0.10
C 0.523 0.169 1.307 -0.52
C 0.367 0.734 2.642 -0.54
C 0.102 -0.647 -1.065 -0.56
C -0.421 -1.092 -2.352 -0.54
C -0.444 1.657 4.822 -0.51
C -0.540 -1.821 -4.592 -0.31
C -1.251 2.110 5.990 -0.29
C -0.015 -2.306 -5.931 -0.23
H -1.731 3.579 4.817 0.10
H 0.241 -0.479 -6.353 0.09
H -2.678 -1.698 -5.109 0.09
H 2.646 -0.018 1.130 0.11
H 2.404 1.342 3.042 0.11
H 2.257 -0.807 -1.400 0.10
H 1.373 -1.758 -3.366 0.12
H 1.628 2.312 5.368 0.12
H -0.601 2.562 6.738 0.12
H -1.769 1.264 6.469 0.13
H -0.881 -2.509 -6.565 0.11
H 0.550 -3.259 -5.832 0.13

=====

(8)
12
Properties=species:S:1:pos:R:3:lowdin_charge:R:1 method="wB97M-V/def2-TZVPD" orbital_gap_ha=0.3548 spin_multiplicity=1
S 0.000 0.601 -2.951 0.47
H 0.839 -0.068 -2.151 -0.24
H -0.923 -0.366 -2.964 -0.23
C 0.942 -0.549 2.898 -0.19
C 0.819 -0.289 1.409 -0.62
S -0.931 -0.047 0.926 0.67
H 0.338 0.171 3.442 0.06
H 0.437 -1.489 3.126 0.06
H 1.955 -0.627 3.289 0.07
H 1.276 -1.050 0.793 0.06
H 1.276 0.665 1.144 0.05
H -0.997 -1.047 0.039 -0.17

=====

(9)
26
Properties=species:S:1:pos:R:3:lowdin_charge:R:1 method="wB97M-V/def2-TZVPD" orbital_gap_ha=0.3693 spin_multiplicity=1
C -1.622 -1.520 0.548 -0.18
C -1.005 -1.766 -0.867 -0.12
C -0.675 -0.686 1.471 -0.24
C -0.505 -1.177 2.730 -0.05
C 0.164 0.343 0.950 -0.03
C 0.689 -0.768 3.451 -0.10
C 1.290 0.735 1.750 -0.11
C 1.561 0.099 2.919 -0.18
H -2.565 -0.926 0.312 0.12
H -1.869 -2.512 0.951 0.10
H -1.704 -1.612 -1.707 0.06
H -0.958 -2.043 3.226 0.11
H 0.045 0.843 -0.020 0.07
H 1.017 -1.057 4.559 0.14
H 2.024 1.212 1.079 0.11
H 2.708 0.314 3.149 0.15
H -0.723 -2.764 -1.223 0.06
H -0.190 -1.003 -0.975 0.05
C 0.956 2.167 -2.907 -0.16
C -0.398 1.508 -2.719 -0.17
H 1.240 2.843 -2.163 0.04
H 1.604 1.254 -2.731 0.09
H 1.104 2.613 -3.848 0.05
H -1.202 1.785 -3.256 0.01
H -0.218 0.440 -3.061 0.08
H -0.769 1.677 -1.618 0.09

=====

(10)
142
Properties=species:S:1:pos:R:3:lowdin_charge:R:1 method="wB97M-V/def2-TZVPD" orbital_gap_ha=0.3223 spin_multiplicity=1
C 1.611 8.289 2.676 0.01
C 2.802 7.473 2.220 -0.48
O 3.722 7.258 2.977 0.10
N 2.762 7.042 0.863 -0.15
C 4.003 7.305 0.147 -0.07
C 2.271 5.665 0.720 -0.16
C 3.257 4.588 1.245 -0.17
C 2.581 3.471 2.058 -0.17
C 3.177 3.218 3.467 -0.14
C 4.661 3.439 3.579 -0.18
C 5.517 2.914 2.660 -0.04
C 6.909 3.151 2.738 -0.06
C 7.407 3.920 3.740 -0.03
C 6.567 4.482 4.721 -0.22
N 7.128 5.265 5.687 0.13
C 6.262 5.731 6.541 -0.12
C 4.870 5.468 6.493 -0.11
N 4.317 4.752 5.557 0.14
C 5.180 4.236 4.637 -0.16
H 1.809 9.342 2.479 0.09
H 1.492 8.141 3.747 0.08
H 0.712 7.965 2.153 0.08
H 4.341 8.314 0.387 0.09
H 4.831 6.635 0.398 0.08
H 3.822 7.279 -0.928 0.09
H 2.115 5.509 -0.350 0.11
H 1.312 5.599 1.240 0.12
H 3.731 4.135 0.371 0.11
H 4.041 5.118 1.783 0.09
H 1.539 3.767 2.214 0.10
H 2.517 2.540 1.494 0.10
H 2.998 2.163 3.705 0.12
H 2.604 3.780 4.198 0.10
H 5.158 2.312 1.834 0.12
H 7.594 2.760 1.998 0.10
H 8.468 4.129 3.792 0.11
H 6.636 6.365 7.340 0.10
H 4.235 5.881 7.269 0.10
O 0.933 4.159 -3.927 -0.22
P -0.458 3.966 -4.373 0.47
O -0.744 4.936 -5.628 -0.19
C 0.044 4.795 -6.810 -0.28
C -0.253 3.503 -7.552 -0.08
O -1.363 4.703 -3.253 -0.20
C -0.787 5.231 -2.060 -0.29
C -0.400 6.686 -2.220 -0.07
O -1.602 2.862 -4.643 -0.18
C -1.285 1.456 -4.554 -0.25
C -0.612 1.103 -3.243 -0.07
H 1.106 4.862 -6.560 0.11
H -0.200 5.648 -7.442 0.12
H 0.144 2.642 -7.007 0.06
H 0.211 3.512 -8.538 0.08
H -1.327 3.360 -7.664 0.09
H 0.066 4.629 -1.747 0.10
H -1.546 5.132 -1.282 0.12
H 0.219 6.847 -3.102 0.08
H 0.148 7.035 -1.342 0.07
H -1.287 7.310 -2.341 0.08
H -0.655 1.164 -5.399 0.10
H -2.228 0.922 -4.654 0.12
H 0.374 1.569 -3.167 0.07
H -0.478 0.024 -3.160 0.08
H -1.207 1.455 -2.401 0.07
O -2.448 1.753 1.580 -0.22
P -3.333 0.604 1.838 0.47
O -2.722 -0.697 1.114 -0.19
C -1.416 -1.155 1.471 -0.27
C -1.370 -1.737 2.871 -0.07
O -4.622 0.847 0.892 -0.20
C -4.771 2.056 0.147 -0.28
C -4.179 1.912 -1.238 -0.07
O -4.226 -0.136 2.964 -0.18
C -4.187 0.316 4.334 -0.26
C -4.464 1.800 4.465 -0.08
H -0.693 -0.342 1.366 0.11
H -1.156 -1.923 0.743 0.11
H -1.457 -0.952 3.627 0.06
H -0.426 -2.256 3.040 0.08
H -2.194 -2.435 3.021 0.07
H -4.331 2.897 0.681 0.10
H -5.843 2.251 0.078 0.12
H -3.157 1.535 -1.191 0.06
H -4.177 2.867 -1.765 0.08
H -4.753 1.195 -1.826 0.08
H -3.218 0.065 4.775 0.11
H -4.943 -0.256 4.868 0.12
H -3.669 2.393 4.004 0.07
H -4.526 2.085 5.515 0.08
H -5.399 2.062 3.969 0.09
O -2.995 -6.698 0.180 -0.23
P -4.120 -7.075 1.058 0.48
O -4.151 -6.052 2.300 -0.18
C -4.306 -4.657 2.029 -0.28
C -5.691 -4.311 1.515 -0.07
O -3.617 -8.392 1.846 -0.19
C -2.385 -9.034 1.518 -0.28
C -1.246 -8.503 2.363 -0.07
O -5.656 -7.560 1.082 -0.17
C -6.416 -7.632 -0.144 -0.26
C -5.719 -8.448 -1.214 -0.08
H -3.538 -4.333 1.322 0.11
H -4.128 -4.139 2.971 0.11
H -5.830 -4.675 0.493 0.06
H -5.835 -3.230 1.504 0.08
H -6.459 -4.769 2.139 0.09
H -2.169 -8.935 0.454 0.10
H -2.530 -10.097 1.715 0.12
H -1.198 -7.415 2.325 0.07
H -0.291 -8.909 2.025 0.08
H -1.388 -8.780 3.409 0.08
H -6.624 -6.621 -0.505 0.11
H -7.371 -8.086 0.114 0.12
H -4.797 -7.962 -1.544 0.07
H -6.364 -8.565 -2.085 0.08
H -5.454 -9.434 -0.833 0.09
O 1.669 -4.543 -4.145 -0.22
P 2.120 -4.834 -2.773 0.46
O 1.060 -4.223 -1.732 -0.19
C -0.298 -4.677 -1.775 -0.26
C -0.460 -6.112 -1.314 -0.08
O 3.358 -3.822 -2.519 -0.20
C 3.876 -3.000 -3.564 -0.29
C 3.206 -1.642 -3.581 -0.07
O 2.778 -5.963 -1.824 -0.18
C 2.979 -7.302 -2.320 -0.26
C 3.749 -7.331 -3.625 -0.08
H -0.696 -4.549 -2.786 0.11
H -0.858 -4.015 -1.115 0.11
H -0.053 -6.807 -2.057 0.07
H -1.517 -6.342 -1.174 0.04
H 0.070 -6.281 -0.376 0.09
H 3.785 -3.499 -4.529 0.10
H 4.943 -2.885 -3.364 0.12
H 2.120 -1.737 -3.595 0.07
H 3.520 -1.066 -4.453 0.08
H 3.466 -1.079 -2.683 0.08
H 2.012 -7.799 -2.432 0.10
H 3.530 -7.835 -1.547 0.12
H 3.174 -6.870 -4.434 0.07
H 3.969 -8.358 -3.916 0.08
H 4.685 -6.779 -3.532 0.09

=====

(11)
19
Properties=species:S:1:pos:R:3:lowdin_charge:R:1 method="wB97M-V/def2-TZVPD" orbital_gap_ha=0.4114 spin_multiplicity=1 charge=+1
O 0.462 -0.948 -1.908 0.10
C 0.901 0.151 -1.738 -0.21
C 1.234 0.733 -0.357 -0.09
N 0.396 0.242 0.785 0.19
H 1.050 0.896 -2.537 0.14
H 2.255 0.524 -0.105 0.14
H 0.990 1.782 -0.479 0.11
H 0.492 -0.788 0.917 0.10
H 0.667 0.762 1.623 0.17
H -0.583 0.467 0.599 0.15
H -1.082 2.701 -2.088 0.06
H -1.772 3.346 -1.056 0.06
O -1.393 2.459 -1.197 -0.06
H -1.748 0.387 3.566 0.05
H -1.573 -1.162 3.402 0.05
O -1.747 -0.342 2.936 -0.05
H 0.866 -3.235 1.008 0.08
H 0.912 -2.633 -0.426 0.06
O 0.774 -2.416 0.504 -0.04

=====

(12)
9
Properties=species:S:1:pos:R:3:lowdin_charge:R:1 method="wB97M-V/def2-TZVPD" orbital_gap_ha="0.3218 / 0.2224" spin_multiplicity=1
C -2.429 -0.282 0.122 -1.81
N 2.431 -0.172 0.647 -0.87
P 0.912 0.144 0.028 -0.03
Cl -2.529 1.413 -0.065 0.54
Cl -2.157 -1.032 -1.306 0.61
Cl -1.712 -0.873 1.451 0.60
Cl 3.265 -1.532 0.297 0.57
Cl 0.838 1.927 0.836 0.26
Cl 1.381 0.407 -2.010 0.12

=====

Energy above the lowest of the compared OMol25 structures with the same formula, charge and spin across the listed records, respectively: 9.4, 70.5, 50.2, 100.7, 23.1, 32.6, 0.0, 7.4, 69.9, 0.0, 8.0, 90.1 kcal/mol.
Strongest force on any atom across the listed records, respectively: 2.6, 1.3, 2.0, 1.0, 1.6, 2.1, 2.0, 1.1, 5.0, 5.6, 1.6, 2.8 eV Å⁻¹.